# C21H26Br3F15O10

A structure of composition C21H26Br3F15O10 (ωB97M-V with the def2-TZVPD basis set, OMol25).

Last column: Löwdin charge in e.
Positions of all 75 atoms, in Å:
C: -7.42134 1.97232 4.04554  -1.499
Br: -8.72244 1.35856 5.45796  0.488
Br: -5.59690 1.73660 4.76054  0.512
Br: -7.69942 3.86431 3.56082  0.520
H: -7.60364 1.42016 3.12359  -0.023
C: -1.45628 1.98735 1.30251  -0.055
C: -0.62679 0.88155 1.94898  -0.174
O: -0.01357 -0.01206 0.98255  0.016
C: -0.66556 -1.01373 0.38957  -0.349
O: -1.66594 -1.52832 0.92586  0.119
C: -0.08213 -1.56924 -0.88083  -0.531
F: -1.03164 -1.46472 -1.84760  0.153
F: 1.00887 -0.87400 -1.24021  0.164
F: 0.26111 -2.85009 -0.70485  0.177
H: -2.07813 2.45294 2.06712  0.082
H: -2.09663 1.54643 0.53854  0.077
H: -0.85992 2.71549 0.75272  0.077
H: -1.20611 0.29242 2.65991  0.121
H: 0.22063 1.38500 2.41429  0.124
C: -3.94718 -5.23210 -3.30534  -0.057
C: -4.50480 -5.55388 -4.70730  -0.232
O: -3.52569 -5.04530 -5.60653  -0.023
C: -3.65901 -5.43247 -6.97399  -0.250
O: -4.55651 -6.12135 -7.47523  0.131
C: -2.41519 -4.98352 -7.82358  -0.637
F: -1.41218 -5.75922 -7.52323  0.205
F: -2.69490 -4.98802 -9.09661  0.209
F: -2.09354 -3.77194 -7.41490  0.178
H: -3.08324 -5.88939 -3.20694  0.074
H: -4.47209 -5.42325 -2.36936  0.079
H: -3.61676 -4.19781 -3.40101  0.077
H: -5.50996 -5.14995 -4.82812  0.125
H: -4.49915 -6.63614 -4.83686  0.121
C: 5.75743 -9.93660 -8.06894  -0.055
C: 5.81655 -8.46327 -7.42667  -0.156
O: 4.93286 -8.29677 -6.28002  -0.010
C: 5.47113 -8.02998 -5.01670  -0.255
O: 6.68097 -7.97726 -4.66958  0.104
C: 4.32352 -7.70993 -3.96417  -0.474
F: 4.58165 -6.48723 -3.38389  0.128
F: 3.12932 -7.61294 -4.54746  0.163
F: 4.31302 -8.68958 -3.00340  0.135
H: 4.75793 -10.30870 -8.29402  0.066
H: 6.15732 -10.69235 -7.39291  0.065
H: 6.30921 -10.00718 -9.00632  0.068
H: 5.62738 -7.81948 -8.28566  0.115
H: 6.82816 -8.30159 -7.05438  0.107
C: 2.58638 7.21741 -0.31539  -0.053
C: 3.94111 6.99455 0.25850  -0.251
O: 4.35638 5.69391 0.16202  0.025
C: 4.15983 4.73652 1.08410  -0.318
O: 3.58482 4.79371 2.19179  0.129
C: 4.66359 3.40051 0.61030  -0.569
F: 5.58543 2.84932 1.46228  0.145
F: 3.60985 2.57306 0.56042  0.167
F: 5.17875 3.51126 -0.57238  0.207
H: 1.86882 6.47704 0.03826  0.088
H: 2.59547 7.11155 -1.40019  0.081
H: 2.24463 8.24476 -0.18945  0.086
H: 3.93411 7.12309 1.34088  0.126
H: 4.70991 7.64796 -0.15394  0.136
C: -2.52760 8.23879 11.39260  -0.059
C: -3.05079 8.17888 9.92671  -0.187
O: -1.97463 7.62042 9.13847  -0.006
C: -2.26723 6.92095 7.99839  -0.292
O: -3.29648 7.01275 7.31135  0.126
C: -0.93581 6.27301 7.40900  -0.525
F: -0.67172 6.78024 6.19961  0.167
F: 0.05961 6.29074 8.32256  0.151
F: -1.10933 4.98541 7.13279  0.153
H: -1.78085 9.02628 11.49413  0.076
H: -2.25255 7.23814 11.72596  0.079
H: -3.30248 8.50769 12.11048  0.072
H: -3.30090 9.17664 9.56609  0.123
H: -3.96873 7.59168 9.90077  0.122

* HOMO: -10.4 eV
* LUMO level: -0.4 eV
* gap between HOMO and LUMO: 10.0 eV
* net charge: 0
* ΔE to the lowest compared entry with this formula, charge and spin: 72.2 kcal/mol

=====

# C35H44Br2Cl4F3NS

A cluster of 2 separate species, C35H44Br2Cl4F3NS in total (ωB97M-V with the def2-TZVPD basis set, OMol25).

Last column: Löwdin charge in e.
Positions of all 90 atoms, in Å:
C: 1.39575 -3.45837 3.57807  0.087
C: 2.25481 -2.83500 2.96215  -0.101
C: 3.51965 -2.20338 2.36229  -0.137
C: 3.71318 -0.71609 2.61578  0.037
C: 4.93799 0.02920 2.12158  -0.184
C: 5.94314 -0.83791 1.36457  -0.407
C: 5.73230 -2.28960 1.08140  -0.028
C: 4.49583 -3.02270 1.57700  -0.147
C: 4.37766 -4.55726 1.23233  -0.161
C: 2.94237 -5.03281 0.73066  -0.206
C: 2.26928 -4.09134 -0.36878  -0.177
C: 0.80702 -3.68407 0.11356  -0.218
C: -0.36411 -4.02032 -0.92184  -0.207
C: -1.41712 -2.82648 -0.85414  -0.228
C: -2.77607 -3.09137 -1.63503  -0.206
C: -3.94439 -3.73548 -0.77020  -0.207
C: -4.13302 -3.11812 0.67917  -0.225
C: -4.65440 -1.61612 0.70459  -0.198
C: -6.26428 -1.50532 0.77951  -0.199
C: -6.79723 -0.88159 -0.60181  -0.220
C: -6.82790 0.71395 -0.48368  -0.220
C: -8.30017 1.19094 -0.07890  -0.205
C: -8.48243 2.72251 -0.58848  -0.243
C: -9.56180 2.81938 -1.78973  -0.118
S: 7.44354 0.06936 0.78579  0.897
C: 6.68875 1.66547 0.24222  -0.414
C: 7.14348 2.36422 -0.99185  -0.072
C: 6.47636 3.63712 -1.41725  -0.036
C: 5.34987 4.15647 -0.58471  -0.186
C: 4.55344 5.46328 -0.97158  -0.148
C: 4.49398 5.78055 -2.52865  -0.185
C: 3.12960 5.39345 -3.23298  -0.749
F: 2.06112 5.99956 -2.53005  -0.064
Br: 3.17220 6.25674 -5.03960  0.752
C: 2.90796 3.83675 -3.45183  -0.787
F: 3.74442 3.30333 -4.44003  -0.014
F: 3.03596 3.08504 -2.28549  0.022
Br: 1.02711 3.57628 -4.08736  0.743
C: 4.90425 3.45401 0.68834  0.027
C: 5.56412 2.16381 1.14291  -0.186
N: 5.14670 1.46023 2.35096  0.052
H: 0.60951 -4.01728 4.15344  0.063
H: 2.90376 -0.18738 3.21463  0.022
H: 6.54052 -2.81401 0.48204  0.109
H: 5.10712 -4.74993 0.37646  0.113
H: 4.73125 -5.14485 2.13066  0.120
H: 2.30547 -5.19069 1.65728  0.086
H: 3.08656 -6.06905 0.27603  0.109
H: 2.21007 -4.67312 -1.34960  0.104
H: 2.89918 -3.16964 -0.60961  0.116
H: 0.76667 -2.55403 0.29242  0.107
H: 0.50379 -4.14347 1.10811  0.088
H: -0.91005 -4.94109 -0.51383  0.114
H: -0.01244 -4.27358 -1.96442  0.107
H: -1.53338 -2.52073 0.22584  0.096
H: -0.91622 -1.93774 -1.37605  0.117
H: -3.11869 -2.11641 -2.09152  0.097
H: -2.51503 -3.78854 -2.50348  0.113
H: -4.91651 -3.51829 -1.33689  0.108
H: -3.89199 -4.86664 -0.69486  0.107
H: -4.92953 -3.74736 1.20329  0.105
H: -3.20116 -3.23335 1.32798  0.099
H: -4.26092 -1.11923 1.65424  0.108
H: -4.33409 -1.03337 -0.21565  0.102
H: -6.76843 -2.51433 0.88811  0.099
H: -6.59803 -0.85717 1.65876  0.108
H: -6.09816 -1.15576 -1.46452  0.099
H: -7.81417 -1.30476 -0.88973  0.102
H: -6.11927 1.02463 0.34912  0.114
H: -6.50981 1.17511 -1.46413  0.105
H: -8.41301 1.20224 1.04351  0.104
H: -9.02480 0.51645 -0.61918  0.090
H: -8.80051 3.37336 0.28493  0.095
H: -7.46612 3.05923 -0.95645  0.088
H: -9.94991 1.79949 -2.08128  0.063
H: -9.01178 3.29150 -2.66076  0.066
H: -10.39303 3.50930 -1.43060  0.069
H: 7.98051 1.90628 -1.58368  0.100
H: 6.84146 4.11991 -2.36535  0.097
H: 3.47580 5.36434 -0.60369  0.116
H: 4.98057 6.34225 -0.38316  0.129
H: 4.59192 6.91331 -2.63076  0.118
H: 5.33511 5.34423 -3.13956  0.104
H: 4.04321 3.90865 1.26627  0.041
H: 4.31945 1.89635 2.76855  0.064
C: 1.71351 3.05587 4.22269  -2.016
Cl: 1.33110 1.32554 4.26149  0.565
Cl: 0.43214 3.96387 5.04579  0.534
Cl: 3.26182 3.33902 5.04223  0.544
Cl: 1.82760 3.59257 2.53601  0.556

* HOMO: -7.8 eV
* LUMO level: -0.1 eV
* SMILES: C#Cc1cc2c(cc1CCCCCCCCCCCCCCCC)Sc1ccc(CC[C@@](F)(Br)C(F)(F)Br)cc1N2.ClC(Cl)(Cl)Cl
* gap between HOMO and LUMO: 7.7 eV
* net charge: 0

=====

# C21H43FO11

A cluster of 4 separate species, C21H43FO11 in total (ωB97M-V with the def2-TZVPD basis set, OMol25).

Last column: Löwdin charge in e.
Positions of all 76 atoms, in Å:
C: 2.44318 0.09662 2.43210  0.035
C: 1.11644 -0.59083 2.55935  -0.524
O: 0.23428 -0.22296 3.30754  0.091
O: 1.00186 -1.64703 1.74318  0.008
C: -0.31980 -2.18898 1.61125  -0.136
C: -0.68178 -3.13697 2.75206  -0.081
C: -2.06500 -3.75106 2.60932  -0.209
O: -2.31639 -4.17954 1.26349  0.090
C: -3.48512 -3.64103 0.84839  -0.549
O: -3.82692 -3.51733 -0.28448  0.180
O: -4.23370 -3.32664 1.93864  0.074
C: -3.32655 -2.90621 2.96139  -0.194
C: -3.19201 -1.37328 3.06940  -0.074
C: -3.78470 -0.57374 1.92328  -0.156
F: -2.84652 -0.44927 0.89165  -0.064
H: 3.05555 -0.38449 1.67656  0.079
H: 2.26266 1.13309 2.16768  0.090
H: 2.95850 0.03858 3.38652  0.092
H: -0.31140 -2.75646 0.68635  0.116
H: -1.02994 -1.38753 1.49938  0.101
H: 0.07016 -3.92491 2.75429  0.130
H: -0.63105 -2.63330 3.71555  0.126
H: -2.08667 -4.63632 3.24633  0.154
H: -3.73245 -3.24984 3.90726  0.152
H: -2.16012 -1.06989 3.20836  0.096
H: -3.72156 -1.05291 3.96586  0.125
H: -4.03622 0.43428 2.25136  0.116
H: -4.67000 -1.03343 1.49159  0.125
C: -4.24011 4.03659 0.94247  -0.109
O: -3.34448 3.30155 1.75602  -0.194
C: -2.23134 2.77783 1.04209  -0.199
C: -0.98322 3.59413 1.27246  -0.199
O: -1.08282 4.89149 0.70320  -0.194
C: -1.34672 5.90428 1.65613  -0.110
H: -4.94638 4.53612 1.60366  0.088
H: -3.71700 4.78853 0.34683  0.084
H: -4.79497 3.36964 0.27367  0.089
H: -2.45722 2.71230 -0.02624  0.131
H: -2.05929 1.76315 1.40870  0.106
H: -0.14598 3.08672 0.78036  0.115
H: -0.75998 3.65875 2.34151  0.129
H: -0.46459 6.09298 2.27794  0.088
H: -2.19040 5.64203 2.29913  0.084
H: -1.58824 6.81330 1.10798  0.089
C: 2.65779 0.53089 -2.25824  -0.105
O: 3.56364 1.61812 -2.16079  -0.189
C: 3.73420 2.32920 -3.37669  -0.207
C: 2.95239 3.62421 -3.38998  -0.208
O: 1.55462 3.39319 -3.37952  -0.186
C: 0.96837 3.56474 -2.10238  -0.115
H: 2.46584 0.16870 -1.25022  0.079
H: 1.71134 0.83450 -2.71191  0.090
H: 3.09225 -0.28647 -2.84366  0.079
H: 3.44007 1.70762 -4.22791  0.126
H: 4.80006 2.55860 -3.47615  0.124
H: 3.18977 4.17251 -4.30722  0.125
H: 3.24596 4.24570 -2.53832  0.126
H: 0.92409 4.62371 -1.82867  0.091
H: 1.52331 3.01565 -1.33653  0.078
H: -0.04742 3.17520 -2.14739  0.089
C: 3.10189 -3.63274 -4.26978  -0.109
O: 3.13751 -4.41494 -3.09101  -0.186
C: 3.52198 -3.68424 -1.93822  -0.202
C: 2.33287 -3.31701 -1.08080  -0.204
O: 1.47373 -2.39508 -1.73400  -0.209
C: 0.31358 -2.99197 -2.29039  -0.089
H: 2.63131 -4.23418 -5.04541  0.090
H: 2.52124 -2.71756 -4.12821  0.078
H: 4.11530 -3.37132 -4.59378  0.089
H: 4.06992 -2.78016 -2.22173  0.121
H: 4.19574 -4.32091 -1.35609  0.126
H: 2.68997 -2.83461 -0.16490  0.117
H: 1.78102 -4.21824 -0.79476  0.130
H: -0.38520 -3.30238 -1.50585  0.078
H: 0.56441 -3.85707 -2.90868  0.087
H: -0.17354 -2.24170 -2.91040  0.094

* HOMO: -9.1 eV
* LUMO level: 0.6 eV
* SMILES: CC(=O)OCC[C@@H]1OC(=O)O[C@@H]1CCF.COCCOC.COCCOC.COCCOC
* gap between HOMO and LUMO: 9.7 eV
* net charge: 0

=====

# CH4O

A cluster of 2 separate species, CH4O in total (ωB97M-V with the def2-TZVPD basis set, OMol25).

Last column: Löwdin charge in e.
Positions of all 6 atoms, in Å:
C: 0.21768 0.26010 -0.21877  -0.296
O: -0.09502 -0.20907 1.01177  -0.227
H: 0.95244 -0.32568 -0.62154  0.032
H: 0.58172 1.37786 -0.17594  0.126
H: -0.60400 0.18791 -0.88481  0.053
H: -1.05282 -1.29112 0.88929  0.312

* HOMO: -10.1 eV
* LUMO level: -0.3 eV
* gap between HOMO and LUMO: 9.8 eV
* net charge: 0
* ΔE to the lowest compared entry with this formula, charge and spin: 64.5 kcal/mol